(1)
Formula: C17H19N3O2S
Source: the Open Molecules 2025 dataset
Level of theory: ωB97M-V/def2-TZVPD

The energy is -1372.195048 hartree. The calculation puts the gap between HOMO and LUMO at 9.0183 eV. As for the SMILES: CN1C(=O)C[C@H](N2CCC(c3nc4ccccc4s3)CC2)C1=O. The molar mass is 329.4 g mol⁻¹. For the energy relative to the best compared isomer or geometry (same formula, charge and spin), the calculation gives 0.430 eV. The HOMO energy comes out at -8.41 eV.

The geometry in ORCA input format:
```
! RIJCOSX wB97M-V def2-TZVPD def2/J DEFGRID3
* xyz 0 1
C -1.64943 -3.16801 -1.37196
N -1.88643 -1.92799 -0.67179
C -2.97017 -1.72324 0.15539
O -3.80430 -2.55358 0.40092
C -2.88295 -0.30563 0.66367
C -1.51062 0.21211 0.20399
N -1.61939 1.57337 -0.29808
C -0.80265 2.01494 -1.42226
C 0.27738 3.04001 -1.04086
C 0.87103 2.70779 0.33296
C 1.52827 1.36850 0.30322
N 1.32469 0.42563 1.14242
C 2.04208 -0.69947 0.85154
C 1.99598 -1.90004 1.55182
C 2.76825 -2.95398 1.11169
C 3.58379 -2.82847 -0.01082
C 3.64309 -1.64545 -0.72094
C 2.86755 -0.58555 -0.28642
S 2.69666 0.99922 -0.96863
C -0.23550 2.79129 1.39920
C -1.62232 2.55277 0.76860
C -1.02679 -0.85844 -0.75832
O -0.03165 -0.86534 -1.44131
H -1.87063 -3.05188 -2.43386
H -2.30180 -3.92495 -0.94050
H -0.60312 -3.45028 -1.25725
H -3.02750 -0.28540 1.74313
H -3.67867 0.28426 0.20507
H -0.78979 0.15412 1.03996
H -1.47711 2.46991 -2.16032
H -0.32919 1.15711 -1.89464
H -0.14494 4.04540 -0.99838
H 1.05898 3.03736 -1.80160
H 1.65542 3.44079 0.56010
H 1.35922 -1.98748 2.41844
H 2.73978 -3.89387 1.64275
H 4.17611 -3.67133 -0.33414
H 4.26796 -1.54722 -1.59479
H -0.03502 2.05412 2.17599
H -0.22822 3.77799 1.86326
H -1.99743 3.48398 0.33621
H -2.33061 2.23693 1.53652
*
```

Mulliken atomic charge list, values in e, 5 entries: number 1, C, carries -1.04; number 2, N, carries 0.12; number 3, C, carries 0.44; number 4, O, carries -0.63; number 5, C, carries -0.88

***

(2)
Formula: C36H33N5RuS2Si
Source: the Open Molecules 2025 dataset
Level of theory: ωB97M-V/def2-TZVPD

The energy is -2846.358281 hartree. The calculation puts the gap between HOMO and LUMO (spin up / spin down) at 6.0117 / 5.9714 eV. The molar mass is 729.0 g mol⁻¹. For the energy relative to the best compared isomer or geometry (same formula, charge and spin), the calculation gives 1.149 eV. The HOMO energy (spin up / spin down) comes out at -3.44 / -3.40 eV.

The geometry in ORCA input format:
```
! RIJCOSX wB97M-V def2-TZVPD def2/J DEFGRID3
* xyz -1 2
Ru -0.99018 -0.51474 -0.34618
C -0.52699 3.35751 2.13837
C -0.49608 1.99826 1.77832
N -0.56088 1.58150 0.53562
C -0.63933 2.51911 -0.45629
C -0.72829 3.89849 -0.18473
C -0.66439 4.30216 1.16656
C -0.87999 4.81185 -1.25761
C -0.91035 4.33582 -2.53746
C -0.73773 2.96728 -2.82400
C -0.55843 2.04365 -1.80826
N -0.24701 0.71669 -1.88233
C 0.63471 0.17740 -2.77311
C 0.99150 0.63163 -4.03704
C 1.95998 -0.03357 -4.81132
C 2.60836 -1.15163 -4.37075
C 2.31292 -1.63728 -3.07435
C 2.95187 -2.76244 -2.50798
C 2.64783 -3.15206 -1.23648
C 1.69305 -2.41418 -0.51448
N 1.07903 -1.37157 -1.01574
C 1.34964 -0.97726 -2.28598
H -0.47416 3.62178 3.18599
H -0.40535 1.22459 2.52714
H -0.73367 5.35686 1.40813
H -0.98570 5.86816 -1.04239
H -1.06128 5.02069 -3.36355
H -0.80217 2.64649 -3.84916
H 0.50778 1.48580 -4.47553
H 2.17680 0.35791 -5.79886
H 3.33765 -1.66738 -4.98326
H 3.67706 -3.30674 -3.10266
H 3.11023 -4.01861 -0.78257
H 1.38434 -2.70570 0.48342
S -1.86053 -1.67466 -2.20412
C -1.77877 -3.35953 -1.72355
C -1.88838 -4.35746 -2.69483
C -1.87495 -5.70114 -2.35402
C -1.75078 -6.06656 -1.01786
C -1.63697 -5.08199 -0.04822
C -1.64394 -3.72450 -0.37895
S -1.46114 -2.52900 0.89403
H -1.97995 -4.05890 -3.73350
H -1.95622 -6.45658 -3.12665
H -1.73677 -7.11181 -0.73154
H -1.53558 -5.35836 0.99579
C -3.79013 1.05805 -1.85813
Si -3.26933 0.10677 -0.28954
C -4.52060 -1.30074 -0.08680
C -3.86608 1.31148 1.09324
C -4.53963 0.81746 2.21792
C -5.01438 1.65341 3.22151
C -4.83815 3.02736 3.12562
C -4.19355 3.54684 2.01221
C -3.72343 2.69861 1.01721
H -4.87692 0.99695 -1.97930
H -3.32426 0.63810 -2.74898
H -3.52738 2.11863 -1.80627
H -5.53470 -0.90254 0.02133
H -4.28047 -1.92189 0.77718
H -4.48668 -1.94595 -0.96742
H -4.69135 -0.25119 2.31724
H -5.52736 1.23026 4.07844
H -5.20748 3.68473 3.90420
H -4.05473 4.61848 1.91429
H -3.24231 3.13947 0.15249
C 1.28359 -2.43077 3.44638
C 0.05072 -1.71337 3.86692
N -0.55708 -0.77772 3.18917
C -1.69928 -0.47069 3.89291
C -1.77924 -1.23702 5.01400
N -0.64971 -2.02897 4.99077
H 1.98375 -1.73194 2.99224
H 1.01471 -3.17825 2.69541
H 1.76887 -2.92791 4.28758
H -2.39858 0.26953 3.53915
H -2.51412 -1.30240 5.79662
H -0.41747 -2.75809 5.63979
*
```

Mulliken atomic charge list, values in e, 5 entries: number 1, Ru, carries 0.12; number 2, C, carries -0.94; number 3, C, carries -0.31; number 4, N, carries 0.20; number 5, C, carries 0.61

***

(3)
Formula: C4H3NS
Source: the Open Molecules 2025 dataset
Level of theory: ωB97M-V/def2-TZVPD

The energy is -607.105912 hartree. The calculation puts the gap between HOMO and LUMO at 7.5162 eV. As for the SMILES: S=C1C=CC=N1. The molar mass is 97.1 g mol⁻¹. For the energy relative to the best compared isomer or geometry (same formula, charge and spin), the calculation gives 0.057 eV. The HOMO energy comes out at -9.24 eV.

The geometry in ORCA input format:
```
! RIJCOSX wB97M-V def2-TZVPD def2/J DEFGRID3
* xyz 0 1
S -1.93033 0.00125 0.01200
C -0.33485 -0.03332 -0.00966
C 0.53987 1.14928 -0.03993
C 1.79102 0.72466 0.02298
C 1.68742 -0.74689 0.00184
N 0.48347 -1.21906 -0.01129
H 0.15012 2.11984 -0.05803
H 2.72473 1.29006 0.12548
H 2.52543 -1.45882 -0.03173
*
```

Mulliken atomic charge list, values in e, 5 entries: number 1, S, carries -0.25; number 2, C, carries 0.20; number 3, C, carries -0.22; number 4, C, carries -0.41; number 5, C, carries -0.09

***

molar mass of number 3 (C4H3NS)?
97.1 g mol⁻¹

***

Among the records above, which one has the highest molar mass?
C36H33N5RuS2Si